No. 1
DFT (ωB97M-V/def2-TZVPD) results for the molecule C4H3NO3.

Energy above the lowest of the compared OMol25 structures with the same formula, charge and spin   43.4 kcal per mole
Frontier orbital gap   8.67 eV
Lowest unoccupied orbital energy   -0.012 hartree
SMILES   O=C1N=C/C(=C\O)O1
M   113.07 g/mol

CARTESIAN COORDINATES (ANGSTROEM)
O1 3.2382 -0.5582 -0.0193
C1 2.1760 -0.1485 -0.0012
N1 1.7308 1.2572 -0.0286
C2 0.4281 1.1832 0.0226
C3 -0.0784 -0.1321 -0.0443
C4 -1.3558 -0.6251 -0.0498
O2 -2.3694 0.1293 -0.0330
O3 1.0337 -0.9813 -0.0088
H1 -0.2959 1.9896 -0.0637
H2 -1.3910 -1.6992 0.0130
H3 -3.1164 -0.4150 0.2132

***

No. 2
DFT (ωB97M-V/def2-TZVPD) results for a structure of composition C4H3NO3S.

Energy above the lowest of the compared OMol25 structures with the same formula, charge and spin   99.6 kcal per mole
Frontier orbital gap   8.95 eV
Lowest unoccupied orbital energy   0.002 hartree
M   145.14 g/mol

CARTESIAN COORDINATES (ANGSTROEM)
C1 0.7624 -0.5557 -1.4400
C2 -0.5557 -1.0148 -1.0499
C3 1.2937 0.2658 -0.4994
C4 -0.7679 -0.7482 0.2451
N1 0.7127 0.2712 0.6980
O1 -1.5658 -0.4714 1.2303
O2 -1.3294 1.9812 0.9524
O3 -0.2745 0.8280 2.9544
S1 -0.5502 0.9472 1.5577
H1 1.1171 -0.8643 -2.3643
H2 -1.1236 -1.4607 -1.7967
H3 2.2811 0.8219 -0.4877

***

No. 3
DFT (ωB97M-V/def2-TZVPD) results for the molecule C4H3NOS2.

Energy above the lowest of the compared OMol25 structures with the same formula, charge and spin   117.3 kcal per mole
Frontier orbital gap   7.65 eV
Lowest unoccupied orbital energy   -0.063 hartree
SMILES   C#CC(=S)C(=O)NS
M   145.21 g/mol

CARTESIAN COORDINATES (ANGSTROEM)
C1 0.0228 2.8283 0.7253
C2 -0.3451 1.6610 0.4930
C3 -0.8687 0.3320 0.0708
S1 -1.9464 -0.3154 -0.9646
C4 -0.0041 -0.6904 0.9041
O1 -0.6552 -1.6344 1.5784
N1 1.4511 -0.6361 0.6723
S2 1.7636 -0.3624 -0.9841
H1 0.8410 3.7641 0.5250
H2 2.0390 -1.1635 1.2530
H3 2.3001 0.9872 -1.0917

***

No. 4
DFT (ωB97M-V/def2-TZVPD) results for the molecule C4H3NOS2.

Energy above the lowest of the compared OMol25 structures with the same formula, charge and spin   63.2 kcal per mole
Frontier orbital gap   7.88 eV
Lowest unoccupied orbital energy   -0.052 hartree
SMILES   C#CC(=S)C(=O)NS
M   145.21 g/mol

CARTESIAN COORDINATES (ANGSTROEM)
C1 0.2562 -1.8778 -2.0744
C2 0.4699 -0.9291 -1.3354
C3 0.7796 0.1253 -0.4453
S1 1.3846 1.5437 -0.8823
C4 0.5015 -0.2275 1.0234
O1 1.3169 -0.3607 1.8694
N1 -0.8366 -0.2923 1.3634
S2 -2.2146 0.1275 0.4624
H1 -0.0140 -2.5265 -2.9100
H2 -1.0260 -0.7677 2.2467
H3 -2.4028 -1.0587 -0.1273

***

No. 5
DFT (ωB97M-V/def2-TZVPD) results for the molecule C4H3NS.

Energy above the lowest of the compared OMol25 structures with the same formula, charge and spin   88.3 kcal per mole
Frontier orbital gap   7.77 eV
Lowest unoccupied orbital energy   -0.036 hartree
SMILES   [H]/N=C1\CS2#CC=21
M   97.14 g/mol

CARTESIAN COORDINATES (ANGSTROEM)
H1 2.3184 -0.9767 -0.1961
N1 1.3495 -1.3654 -0.0373
C1 0.3070 -0.6317 0.0226
C2 0.1267 0.8741 0.0306
S1 -1.8078 1.1407 -0.0276
C3 -2.3058 -0.4619 -0.0142
C4 -1.1288 -0.9990 0.0525
H2 0.5447 1.0436 1.0262
H3 0.5962 1.3764 -0.8567

***

No. 6
DFT (ωB97M-V/def2-TZVPD) results for the molecule C4H3NS.

Energy above the lowest of the compared OMol25 structures with the same formula, charge and spin   14.4 kcal per mole
Frontier orbital gap   7.47 eV
Lowest unoccupied orbital energy   -0.069 hartree
SMILES   S=C1C=CN=C1
M   97.14 g/mol

CARTESIAN COORDINATES (ANGSTROEM)
S1 -1.0380 1.4649 1.8545
C1 -0.4176 0.5554 0.7568
C2 -0.9333 -0.4284 -0.2606
C3 0.1366 -0.8127 -0.9979
N1 1.3180 -0.1160 -0.6204
C4 0.9908 0.5119 0.4114
H1 -1.9735 -0.8411 -0.1683
H2 0.1911 -1.4642 -1.9413
H3 1.7259 1.1301 0.9659

***

No. 7
DFT (ωB97M-V/def2-TZVPD) results for the molecule C4H3NS2.

Energy above the lowest of the compared OMol25 structures with the same formula, charge and spin   69.1 kcal per mole
Frontier orbital gap (spin up / spin down)   6.52 / 6.52 eV
Lowest unoccupied orbital energy (spin up / spin down)   -0.038 / -0.038 hartree
M   129.21 g/mol

CARTESIAN COORDINATES (ANGSTROEM)
C1 -0.0602 2.8156 3.4866
C2 0.6069 3.4543 4.3329
C3 -1.0355 1.4553 1.7950
C4 0.1316 -0.9397 1.2307
N1 -0.5861 1.9697 2.7846
S1 1.6574 4.2788 5.1491
S2 -1.2200 0.2131 0.7782
H1 -0.0099 -1.9711 1.0234
H2 0.4057 -0.8695 2.3283
H3 1.0439 -0.7638 0.6934

***

No. 8
DFT (ωB97M-V/def2-TZVPD) results for the ion C4H3O2 with charge -1.

Energy above the lowest of the compared OMol25 structures with the same formula, charge and spin   15.9 kcal per mole
Frontier orbital gap   8.47 eV
Lowest unoccupied orbital energy   0.158 hartree
SMILES   O=C([O-])C1=CC1
M   83.07 g/mol
Charge   -1

CARTESIAN COORDINATES (ANGSTROEM)
O1 -1.8959 -1.5062 1.0610
C1 -1.3544 -0.4147 1.1360
O2 -1.3820 0.5437 1.8779
C2 -0.2780 -0.0872 -0.0701
C3 0.0631 0.2610 -1.2388
C4 1.1922 0.2458 -0.2877
H1 -0.1148 0.3484 -2.2452
H2 2.0169 -0.5690 -0.3085
H3 1.7528 1.1782 0.0754

***

No. 9
DFT (ωB97M-V/def2-TZVPD) results for a cluster of 2 separate species, C4H3O2 in total.

Energy above the lowest of the compared OMol25 structures with the same formula, charge and spin   177.1 kcal per mole
Frontier orbital gap (spin up / spin down)   5.80 / 10.63 eV
Lowest unoccupied orbital energy (spin up / spin down)   -0.313 / -0.223 hartree
M   83.07 g/mol
Charge   +1

CARTESIAN COORDINATES (ANGSTROEM)
C1 -0.6301 -2.3399 -0.1532
C2 0.1784 -1.4468 0.0069
C3 -0.5590 1.6215 0.1752
C4 1.5449 0.4978 -0.2334
O1 2.6811 0.2450 -0.1096
O2 0.4733 1.0846 -0.3572
H1 -1.3670 -3.0734 0.0138
H2 -1.0336 1.2941 1.1327
H3 -1.2881 2.1171 -0.4751

***

no.,maximum force (hartree/bohr)
1,0.1253
2,0.1207
3,0.1482
4,0.0450
5,0.0753
6,0.0824
7,0.0718
8,0.0607
9,0.1229